Below is a molecular structure, C22H46As3BrNOSe2V, with properties calculated with ωB97M-V/def2-TZVPD.

Calculated values
Spin multiplicity = 1
HOMO level = -12.822 eV
Charge = +2
Relative energy (zero: lowest compared OMol25 entry of this formula, charge and spin) = 0.000 eV
Gap between HOMO and LUMO = 5.8 eV

Last column: Löwdin charge in e.
Geometry (Å):
V: -0.03922 -0.23308 -0.15968  0.14
C: -2.50229 3.51345 3.89333  -0.39
Se: -1.85980 2.09601 2.73054  0.93
C: -2.43673 2.89178 1.03634  -0.53
C: -3.05132 1.90266 0.05278  -0.47
Se: -1.92878 1.22007 -1.41198  1.04
C: -1.34785 2.93571 -2.09930  -0.34
H: -1.99454 4.44580 3.66460  0.03
H: -2.25999 3.21223 4.90953  0.03
H: -3.57902 3.61888 3.79503  0.03
H: -1.61158 3.45026 0.59876  0.03
H: -3.20842 3.61105 1.30924  0.08
H: -3.86988 2.36440 -0.50017  0.08
H: -3.45025 1.01734 0.54520  0.05
H: -2.23288 3.56836 -2.11765  0.05
H: -0.99242 2.78208 -3.11318  0.02
H: -0.57136 3.36647 -1.47490  -0.02
C: 1.65076 0.05366 3.04684  -0.25
As: 1.93128 -0.80480 1.33846  1.10
C: 2.06972 -2.65448 1.90497  -0.24
C: 3.73391 -0.24915 0.86329  -0.31
C: 4.30670 -0.59741 -0.52275  -0.66
C: 4.17425 -2.09657 -0.78682  -0.06
C: 3.62503 0.21996 -1.62070  -0.32
As: 1.77405 -0.17945 -2.08477  1.10
C: 1.86261 -1.72926 -3.25175  -0.23
C: 1.45076 1.21318 -3.38932  -0.25
C: 5.79750 -0.20122 -0.45087  -0.37
As: 7.10468 -0.13293 -1.96363  1.16
C: 6.50587 1.49598 -2.88697  -0.34
C: 6.45169 -1.43848 -3.28079  -0.35
H: 2.55682 -0.06228 3.64126  0.06
H: 0.82357 -0.43729 3.55685  0.04
H: 1.41921 1.10576 2.91019  0.00
H: 2.78137 -2.69763 2.72942  0.06
H: 2.42080 -3.29976 1.10541  0.02
H: 1.09851 -2.99358 2.26412  0.04
H: 4.35583 -0.70633 1.63883  0.10
H: 3.75183 0.82965 1.02613  0.08
H: 3.12515 -2.41205 -0.79584  0.04
H: 4.68849 -2.67056 -0.01336  0.10
H: 4.60644 -2.36939 -1.74726  0.07
H: 4.16126 0.08195 -2.55942  0.04
H: 3.65123 1.28576 -1.38355  0.09
H: 2.75078 -1.64928 -3.87778  0.05
H: 0.98066 -1.73618 -3.89055  0.04
H: 1.90765 -2.65794 -2.68865  0.02
H: 2.25345 1.18960 -4.12597  0.05
H: 1.43680 2.18186 -2.89512  0.02
H: 0.50290 1.03363 -3.89478  0.04
H: 6.27664 -0.85251 0.28542  0.07
H: 5.87612 0.81130 -0.04043  0.07
H: 6.41708 2.30971 -2.16714  0.02
H: 5.56849 1.38730 -3.43120  0.00
H: 7.28335 1.76896 -3.59920  0.02
H: 6.58681 -2.45380 -2.91075  0.02
H: 7.08837 -1.32148 -4.15774  0.03
H: 5.41728 -1.29268 -3.59434  0.00
C: -0.73001 -5.73241 -1.76369  -0.02
C: -0.77224 -4.23649 -1.66159  -0.21
C: -1.58420 -3.47313 -2.51571  0.03
C: -1.65212 -2.09005 -2.42174  -0.03
C: -0.85558 -1.53855 -1.43800  -0.38
Br: 0.99558 1.96749 0.20862  0.37
N: -0.10967 -2.22917 -0.64848  -0.05
C: -0.02361 -3.56428 -0.70674  -0.04
H: -0.51664 -6.04317 -2.78619  0.10
H: -1.69419 -6.16009 -1.48594  0.10
H: 0.02944 -6.15727 -1.11039  0.09
H: -2.17801 -3.98476 -3.26434  0.14
H: -2.28348 -1.49756 -3.06789  0.11
H: 0.61660 -4.07920 -0.00396  0.12
C: -1.85780 -1.31379 2.03655  -0.08
O: -1.08778 -0.53246 1.13117  -0.45
H: -1.76878 -2.36402 1.75562  0.10
H: -2.89459 -0.98975 1.97662  0.09
H: -1.49202 -1.14376 3.04702  0.09